[1]
A single C28H53NO5 molecule. Source: the OMol25 dataset; level of theory: ωB97M-V with the def2-TZVPD basis set.

SMILES string: CCCCCCCC[C@@]1(CCCCOC)[C@H](CCOCC)OC(=O)[C@H]1CCCCN(C)C(C)=O
Frontier orbital gap, Ha: 0.36136
LUMO level, eV: 0.6

Structure (ORCA input):
```
! wB97M-V def2-TZVPD RIJCOSX def2/J DEFGRID3
* xyz 0 1
C -4.80 0.49 -3.89
C -3.29 0.55 -3.69
C -2.71 -0.74 -3.09
C -1.81 -1.48 -4.07
C -0.47 -0.77 -4.35
C 0.73 -1.38 -3.62
C 1.32 -0.54 -2.47
C 2.15 -1.41 -1.50
C 1.64 -1.67 -0.04
C 0.14 -2.00 -0.18
C -0.71 -2.58 0.96
C -1.28 -1.52 1.91
C -2.44 -0.73 1.29
O -3.34 -0.34 2.31
C -3.85 0.97 2.16
C 2.61 -2.76 0.49
C 2.38 -3.64 1.72
C 1.93 -3.07 3.05
O 3.06 -2.53 3.70
C 2.79 -1.97 4.97
C 2.38 -0.50 4.90
O 3.82 -1.98 0.71
C 3.50 -0.74 1.11
O 4.31 0.01 1.60
C 2.03 -0.47 0.84
C 1.78 0.95 0.29
C 2.24 2.07 1.24
C 1.41 3.35 1.16
C 1.37 3.97 -0.24
N 0.04 4.32 -0.75
C -0.68 5.28 0.07
C -0.71 3.20 -1.16
C -1.92 2.80 -0.36
O -0.37 2.56 -2.13
H -5.16 1.33 -4.47
H -5.32 0.49 -2.93
H -5.08 -0.43 -4.42
H -2.80 0.77 -4.64
H -3.06 1.41 -3.05
H -3.54 -1.39 -2.80
H -2.13 -0.52 -2.18
H -1.59 -2.48 -3.68
H -2.37 -1.63 -5.00
H -0.56 0.29 -4.08
H -0.28 -0.78 -5.43
H 0.48 -2.37 -3.25
H 1.54 -1.53 -4.34
H 0.54 0.03 -1.97
H 1.98 0.21 -2.91
H 3.18 -1.05 -1.45
H 2.20 -2.40 -1.96
H -0.35 -1.06 -0.45
H 0.05 -2.65 -1.05
H -1.57 -3.07 0.50
H -0.20 -3.36 1.52
H -1.68 -2.00 2.80
H -0.51 -0.82 2.23
H -2.06 0.16 0.78
H -2.96 -1.35 0.55
H -4.34 1.10 1.19
H -4.59 1.12 2.94
H -3.06 1.72 2.27
H 2.85 -3.45 -0.32
H 3.35 -4.11 1.91
H 1.71 -4.44 1.42
H 1.52 -3.89 3.66
H 1.14 -2.32 2.96
H 3.69 -2.08 5.56
H 2.01 -2.55 5.47
H 1.30 -0.38 4.74
H 2.62 -0.01 5.84
H 2.93 -0.01 4.11
H 1.56 -0.50 1.83
H 2.29 1.06 -0.67
H 0.71 1.06 0.08
H 2.26 1.71 2.27
H 3.28 2.31 1.00
H 0.40 3.13 1.52
H 1.83 4.07 1.87
H 1.84 3.31 -0.97
H 1.95 4.89 -0.25
H -1.51 5.70 -0.51
H -1.08 4.89 1.01
H -0.01 6.10 0.31
H -2.81 3.32 -0.71
H -1.81 3.01 0.70
H -2.06 1.73 -0.51
*
```

Löwdin atomic charge list, values in e, 5 entries: atom 1 (C): -0.12, atom 2 (C): -0.26, atom 3 (C): -0.22, atom 4 (C): -0.21, atom 5 (C): -0.19

***

[2]
A molecular structure, C28H54DyOP2 in a non-equilibrium geometry. Source: the OMol25 dataset; level of theory: ωB97M-V with the def2-TZVPD basis set.

Frontier orbital gap (alpha / beta), Ha: 0.20676 / 0.23725
LUMO level (alpha / beta), eV: -4.3 / -3.8
Energy above the lowest of the compared OMol25 structures with the same formula, charge and spin, kcal/mol: 0.00

Structure (ORCA input):
```
! wB97M-V def2-TZVPD RIJCOSX def2/J DEFGRID3
* xyz 1 6
Dy 0.79 0.01 0.71
C -0.69 0.44 3.18
C 0.73 0.54 3.25
C -0.11 2.56 2.49
C -1.20 1.72 2.82
C 1.09 1.83 2.75
C -1.49 -0.73 3.59
H -0.90 -1.67 3.54
H -2.37 -0.85 2.95
H -1.85 -0.65 4.63
C -2.62 2.14 2.97
H -3.31 1.31 2.74
H -2.86 3.00 2.34
H -2.84 2.45 4.01
C -0.18 3.95 2.01
H 0.51 4.61 2.56
H -1.19 4.39 2.12
H 0.09 4.02 0.95
C 2.48 2.31 2.51
H 3.16 1.96 3.31
H 2.51 3.41 2.49
H 2.90 1.96 1.55
C 1.62 -0.49 3.88
H 1.52 -0.48 4.98
H 2.68 -0.32 3.66
H 1.34 -1.50 3.56
C 0.45 -1.88 -0.73
C 0.45 -2.27 0.62
C 1.56 -3.14 1.20
C 2.96 -2.47 1.36
C 3.03 -0.98 1.03
C 2.95 -0.53 -0.28
C 2.95 -1.52 -1.43
C 1.57 -2.18 -1.71
H 1.68 -4.06 0.61
H 3.70 -3.07 0.80
H 1.23 -3.49 2.20
H 1.70 -3.27 -1.83
H -0.54 -1.75 -1.22
H -0.52 -2.32 1.15
H 1.23 -1.82 -2.70
H 3.28 -0.99 -2.34
H 3.21 0.51 -0.55
H 3.71 -2.31 -1.30
H 3.27 -2.60 2.41
H 3.53 -0.36 1.79
P -2.87 -3.18 -0.55
C -4.69 -2.98 -0.35
H -5.18 -3.96 -0.43
H -5.09 -2.29 -1.10
H -4.88 -2.57 0.65
C -2.80 -3.57 -2.34
H -3.74 -4.03 -2.68
H -1.96 -4.24 -2.53
H -2.63 -2.64 -2.90
C -2.72 -4.90 0.08
H -1.83 -5.36 -0.36
H -3.63 -5.47 -0.19
H -2.62 -4.86 1.17
P 2.19 2.10 -2.79
C 3.63 3.17 -2.42
H 4.33 3.19 -3.27
H 4.14 2.75 -1.54
H 3.28 4.19 -2.19
C 2.86 1.04 -4.13
H 3.84 0.64 -3.85
H 2.93 1.64 -5.05
H 2.15 0.20 -4.28
C 1.09 3.21 -3.74
H 1.53 3.39 -4.73
H 0.98 4.16 -3.20
H 0.09 2.76 -3.85
C -1.72 0.87 -2.50
C -1.76 1.49 -1.10
C -1.88 3.01 -1.15
C -2.97 0.94 -0.36
O -0.54 1.15 -0.42
H -2.67 1.05 -3.03
H -1.54 -0.21 -2.42
H -0.91 1.30 -3.09
H -2.84 3.30 -1.61
H -1.85 3.44 -0.14
H -1.06 3.47 -1.72
H -3.87 1.06 -0.99
H -2.85 -0.13 -0.12
H -3.13 1.47 0.58
*
```

Löwdin atomic charge list, values in e, 5 entries: atom 1 (Dy): 1.45, atom 2 (C): -0.27, atom 3 (C): -0.32, atom 4 (C): -0.20, atom 5 (C): -0.21

***

[3]
A molecular structure, C28H54GdP2 in a non-equilibrium geometry. Source: the OMol25 dataset; level of theory: ωB97M-V with the def2-TZVPD basis set.

Frontier orbital gap (alpha / beta), Ha: 0.23802 / 0.27663
LUMO level (alpha / beta), eV: -2.2 / -2.6

Structure (ORCA input):
```
! wB97M-V def2-TZVPD RIJCOSX def2/J DEFGRID3
* xyz 1 8
Gd -0.06 0.09 -0.59
C -1.26 -1.93 -1.61
C -0.21 -1.52 -2.50
C 0.78 -2.43 -0.62
C -0.64 -2.49 -0.44
C 1.05 -1.79 -1.87
C -2.71 -1.98 -1.95
H -3.01 -1.14 -2.58
H -3.34 -1.97 -1.05
H -2.94 -2.90 -2.50
C -1.34 -3.25 0.63
H -2.43 -3.13 0.56
H -1.01 -2.89 1.62
H -1.11 -4.32 0.56
C 1.80 -3.16 0.18
H 2.22 -3.99 -0.41
H 1.37 -3.58 1.09
H 2.64 -2.50 0.46
C 2.40 -1.66 -2.49
H 2.60 -2.50 -3.18
H 3.18 -1.66 -1.72
H 2.49 -0.73 -3.06
C -0.44 -1.16 -3.92
H -0.67 -2.06 -4.52
H 0.43 -0.68 -4.36
H -1.30 -0.49 -4.02
C -0.55 2.51 -1.21
C -1.13 1.75 -2.20
C -1.09 2.20 -3.64
C 0.24 2.05 -4.42
C 1.45 1.60 -3.66
C 1.99 2.36 -2.69
C 1.46 3.72 -2.35
C 0.15 3.81 -1.52
H -1.39 3.26 -3.69
H 0.45 3.02 -4.90
H -1.88 1.66 -4.19
H -0.54 4.48 -2.05
H -0.90 2.47 -0.15
H -2.00 1.08 -1.99
H 0.38 4.31 -0.57
H 2.25 4.26 -1.81
H 2.95 2.10 -2.23
H 1.30 4.31 -3.28
H 0.07 1.34 -5.25
H 1.98 0.75 -4.08
P -2.53 0.46 1.07
C -3.55 -0.78 1.95
H -4.42 -0.27 2.41
H -2.98 -1.29 2.73
H -3.93 -1.54 1.25
C -2.22 1.63 2.44
H -3.13 1.75 3.03
H -1.93 2.61 2.04
H -1.42 1.27 3.09
C -3.86 1.34 0.16
H -3.48 2.29 -0.25
H -4.70 1.55 0.83
H -4.21 0.73 -0.68
P 2.26 0.86 0.99
C 3.80 0.60 0.00
H 4.58 1.30 0.33
H 3.60 0.74 -1.07
H 4.14 -0.44 0.14
C 2.21 2.68 1.20
H 2.19 3.20 0.23
H 3.08 3.03 1.78
H 1.29 2.94 1.74
C 2.94 0.38 2.63
H 3.84 0.98 2.87
H 3.21 -0.68 2.63
H 2.19 0.54 3.42
C -0.58 -0.77 5.22
C 0.30 -1.68 4.35
C 0.11 -3.17 4.69
C 0.09 -1.43 2.93
H -1.65 -0.90 4.99
H -0.32 0.29 5.06
H -0.43 -0.99 6.28
H 1.36 -1.43 4.54
H -0.90 -3.52 4.43
H 0.83 -3.79 4.15
H 0.26 -3.33 5.76
H 0.84 -1.81 2.22
H -0.56 -0.62 2.61
*
```

Löwdin atomic charge list, values in e, 5 entries: atom 1 (Gd): 1.13, atom 2 (C): -0.34, atom 3 (C): -0.33, atom 4 (C): -0.32, atom 5 (C): -0.31

***

[4]
4 unconnected molecules or ions with the total composition C28H55IN3O11 in a non-equilibrium geometry. Source: the OMol25 dataset; level of theory: ωB97M-V with the def2-TZVPD basis set.

Frontier orbital gap, Ha: 0.21185
LUMO level, eV: -4.9

Structure (ORCA input):
```
! wB97M-V def2-TZVPD RIJCOSX def2/J DEFGRID3
* xyz 1 1
C -0.04 -2.72 0.58
N -0.63 -1.90 -0.49
C -0.06 -0.54 -0.55
C -2.05 -1.81 -0.37
O -2.62 -1.39 0.60
C -2.84 -2.31 -1.58
C -4.22 -2.78 -1.23
C -4.60 -4.07 -1.53
C -5.91 -4.44 -1.20
N -6.78 -3.66 -0.62
N -6.36 -2.45 -0.38
C -7.36 -1.54 0.25
C -6.87 -0.99 1.60
O -6.46 -1.65 2.50
I -7.00 1.17 1.82
C -5.17 -1.95 -0.62
H 0.90 -2.31 0.96
H 0.20 -3.70 0.14
H -0.71 -2.90 1.43
H 1.02 -0.63 -0.72
H -0.22 0.05 0.36
H -0.51 -0.05 -1.42
H -2.30 -3.17 -1.99
H -2.87 -1.57 -2.40
H -3.92 -4.75 -2.01
H -6.22 -5.45 -1.45
H -7.57 -0.76 -0.49
H -8.29 -2.08 0.42
H -4.91 -0.92 -0.40
C 1.65 0.21 7.43
O 1.24 -0.69 6.41
C 2.21 -1.68 6.12
C 1.56 -2.99 5.74
O 1.00 -3.70 6.84
C -0.20 -3.19 7.42
C -1.43 -3.35 6.54
O -1.43 -2.40 5.49
C -2.04 -2.88 4.32
H 2.48 0.84 7.08
H 0.80 0.84 7.67
H 1.95 -0.34 8.33
H 2.88 -1.84 6.98
H 2.81 -1.32 5.27
H 2.34 -3.64 5.35
H 0.83 -2.86 4.94
H -0.07 -2.16 7.74
H -0.35 -3.79 8.32
H -2.32 -3.18 7.15
H -1.45 -4.37 6.15
H -1.58 -3.83 4.00
H -1.89 -2.15 3.52
H -3.11 -3.02 4.48
C 5.16 2.91 -4.25
O 4.37 1.80 -4.64
C 4.76 1.26 -5.89
C 4.57 -0.25 -5.91
O 5.54 -0.97 -5.17
C 5.46 -0.91 -3.75
C 4.29 -1.66 -3.16
O 3.08 -0.93 -3.34
C 1.95 -1.76 -3.49
H 4.97 3.76 -4.91
H 4.88 3.17 -3.23
H 6.22 2.65 -4.26
H 5.81 1.49 -6.11
H 4.12 1.71 -6.66
H 4.70 -0.58 -6.95
H 3.56 -0.52 -5.62
H 5.50 0.12 -3.40
H 6.38 -1.40 -3.40
H 4.45 -1.78 -2.08
H 4.22 -2.65 -3.62
H 2.10 -2.49 -4.30
H 1.11 -1.12 -3.75
H 1.74 -2.28 -2.55
C -1.68 2.92 0.11
O -1.27 4.19 -0.33
C -0.32 4.80 0.54
C 0.67 5.63 -0.24
O 1.64 4.87 -0.95
C 1.22 4.16 -2.11
C 0.90 5.04 -3.30
O -0.35 5.69 -3.13
C -0.40 6.97 -3.73
H -2.27 3.00 1.03
H -2.29 2.47 -0.67
H -0.81 2.27 0.28
H 0.22 4.05 1.12
H -0.88 5.45 1.23
H 1.24 6.22 0.48
H 0.17 6.34 -0.90
H 0.39 3.48 -1.88
H 2.07 3.53 -2.38
H 0.84 4.42 -4.20
H 1.70 5.78 -3.42
H 0.43 7.59 -3.37
H -1.34 7.43 -3.44
H -0.36 6.88 -4.82
*
```

Löwdin atomic charge list, values in e, 5 entries: atom 1 (C): -0.04, atom 2 (N): -0.18, atom 3 (C): -0.06, atom 4 (C): -0.42, atom 5 (O): 0.13

***

[5]
A molecular structure, C28H55O2Si4Tb in a non-equilibrium geometry. Source: the OMol25 dataset; level of theory: ωB97M-V with the def2-TZVPD basis set.

Frontier orbital gap (alpha / beta), Ha: 0.23960 / 0.23067
LUMO level (alpha / beta), eV: 0.3 / -0.3
Energy above the lowest of the compared OMol25 structures with the same formula, charge and spin, kcal/mol: 128.64

Structure (ORCA input):
```
! wB97M-V def2-TZVPD RIJCOSX def2/J DEFGRID3
* xyz 0 7
O 0.40 0.70 -5.12
C 1.04 -0.49 -5.77
C 0.96 -0.02 -7.20
H 0.46 -1.37 -5.51
H 2.12 -0.60 -5.53
C 0.23 1.18 -6.53
H 0.38 -0.69 -7.85
H 1.91 0.24 -7.69
C -1.20 1.29 -7.06
H -1.60 0.28 -7.28
H -1.21 1.84 -8.02
H -1.79 1.85 -6.33
C 0.94 2.51 -6.62
H 2.02 2.44 -6.43
H 0.47 3.17 -5.89
H 0.81 3.01 -7.59
Tb 0.41 1.77 -2.06
C 0.75 2.52 0.53
C 1.44 1.28 0.51
C 2.62 1.47 -0.26
H 1.17 0.40 1.06
C 2.66 2.83 -0.72
C 1.47 3.47 -0.26
H 1.28 4.58 -0.33
H -0.16 2.66 1.13
H 3.43 0.78 -0.36
H 3.47 3.36 -1.25
C -1.72 1.85 -0.49
C -1.83 2.91 -1.42
C -1.96 2.34 -2.72
H -1.85 3.98 -1.21
C -1.87 0.90 -2.58
C -1.71 0.62 -1.20
H -1.69 -0.34 -0.72
H -1.75 1.92 0.59
H -2.22 2.89 -3.62
H -1.99 0.15 -3.37
O 1.77 -1.13 -1.82
C 2.54 -0.43 -2.84
C 3.87 -1.17 -2.96
H 2.76 0.67 -2.70
H 2.06 -0.51 -3.83
C 3.56 -2.54 -2.29
H 4.62 -0.61 -2.38
H 4.16 -1.20 -4.01
C 2.03 -2.56 -1.94
H 4.00 -2.52 -1.25
H 4.06 -3.45 -2.75
H 1.74 -3.04 -0.97
H 1.39 -3.01 -2.75
C 1.02 1.78 4.98
Si -0.75 1.21 4.81
C -1.44 0.65 6.46
C -1.69 2.70 4.17
Si -0.96 -0.64 3.35
Si 0.70 -2.29 3.52
C 0.41 -2.99 5.25
C 0.48 -3.57 2.17
C 2.47 -1.72 3.31
Si -3.17 -1.45 3.14
C -3.55 -2.30 4.78
C -4.43 -0.12 2.75
C -3.29 -2.63 1.68
H 1.07 2.59 5.72
H 1.41 2.17 4.03
H 1.69 0.98 5.32
H -1.05 1.31 7.24
H -2.52 0.72 6.47
H -1.15 -0.37 6.70
H -1.40 2.98 3.15
H -2.77 2.53 4.19
H -1.46 3.55 4.83
H -0.51 -3.58 5.27
H 1.24 -3.64 5.51
H 0.34 -2.20 5.99
H 0.63 -3.10 1.18
H 1.22 -4.38 2.26
H -0.52 -4.02 2.17
H 2.66 -1.42 2.27
H 2.73 -0.88 3.96
H 3.15 -2.55 3.53
H -3.86 -1.56 5.52
H -4.37 -3.00 4.64
H -2.69 -2.85 5.18
H -4.22 0.35 1.78
H -5.44 -0.55 2.69
H -4.45 0.67 3.52
H -2.62 -2.32 0.87
H -3.04 -3.64 1.97
H -4.31 -2.61 1.30
*
```

Löwdin atomic charge list, values in e, 5 entries: atom 1 (O): -0.14, atom 2 (C): -0.17, atom 3 (C): -0.08, atom 4 (H): 0.13, atom 5 (H): 0.11

***

Total energy (computed, eV): -41622.842 -74611.396 -69309.909 -65007.669 -87963.247